Entry 1:
A structure of composition C25H43BrCa2N4O11 at a distorted geometry. Source: the Open Molecules 2025 dataset; level of theory: ωB97M-V/def2-TZVPD.

XYZ file:
```
86
Properties=species:S:1:pos:R:3:mulliken_charge:R:1
C -3.000 0.196 -5.426 -1.104
C -3.337 0.285 -3.834 -0.436
C -3.079 -1.139 -3.131 -0.316
C -1.833 -1.122 -2.066 -0.473
O -2.409 -1.523 -0.782 -0.068
C -1.442 -2.159 0.103 -0.232
O -1.921 -1.981 1.463 0.071
C -0.902 -2.322 2.445 0.051
C -1.606 -2.897 3.798 -0.838
O -1.077 -3.486 -0.240 -0.298
C -2.144 -4.231 -0.886 -0.921
C -3.392 -4.584 0.086 0.619
C -4.668 -3.609 -0.121 -0.458
C -4.983 -2.659 1.123 0.247
N -5.407 -3.067 2.306 -0.589
N -3.000 -4.767 1.506 0.000
O -1.934 -5.631 1.635 -0.449
C -3.901 -6.050 -0.428 0.291
O -3.978 -6.264 -1.704 -0.710
O -4.210 -7.084 0.418 -0.733
C -0.065 -1.262 0.004 1.493
C -0.056 0.275 0.521 0.145
C 1.333 1.055 0.431 -0.465
C 2.525 0.296 -0.179 -0.343
N 2.560 -1.086 -0.659 -0.971
C 1.268 -1.793 -0.566 -1.216
H -3.945 -0.037 -6.051 0.303
H -2.603 1.192 -5.836 0.299
H -2.260 -0.648 -5.666 0.313
H -2.846 1.179 -3.319 0.338
H -4.480 0.469 -3.791 0.297
H -4.048 -1.460 -2.592 -0.009
H -2.878 -1.942 -3.921 0.456
H -1.079 -1.878 -2.493 0.133
H -1.442 -0.037 -2.081 0.640
H -0.355 -1.361 2.788 0.293
H -0.117 -3.069 2.091 0.228
H -1.384 -4.076 3.821 0.029
H -1.107 -2.458 4.732 0.417
H -2.743 -2.752 3.779 0.112
H -1.691 -5.260 -1.162 0.527
H -2.484 -3.793 -1.901 0.100
H -4.538 -3.048 -1.117 -0.192
H -5.601 -4.278 -0.267 0.586
H -4.877 -1.506 0.953 -0.161
H -5.518 -2.183 2.847 0.263
H -3.789 -5.099 2.079 0.372
H -1.926 -5.937 2.575 0.304
H -0.963 0.821 0.972 -0.350
H 1.485 2.129 0.777 0.318
H 3.513 0.887 -0.257 0.318
H 1.251 -2.880 -0.963 0.765
Ca 1.756 -0.989 -2.778 1.303
C 0.806 5.865 3.683 -1.048
C -0.507 5.180 4.038 -0.581
C -0.700 3.847 3.312 -0.308
C -0.868 4.021 1.865 0.223
N -0.995 4.156 0.728 -0.500
H 0.840 6.144 2.627 0.326
H 0.925 6.776 4.271 0.313
H 1.658 5.214 3.895 0.285
H -1.340 5.856 3.817 0.312
H -0.524 4.995 5.116 0.344
H -1.589 3.350 3.712 0.352
H 0.149 3.186 3.512 0.298
C 3.255 8.304 3.677 0.777
O 3.882 8.980 2.850 -0.618
O 2.326 8.739 4.407 -0.532
O 3.458 7.075 3.907 -0.604
O 6.473 5.929 3.062 -0.386
H 6.861 6.504 2.365 0.459
H 5.617 6.298 3.398 0.412
H 7.108 5.774 3.796 0.451
Ca -3.189 0.165 -0.051 0.925
C 6.130 0.983 -3.706 -1.030
C 6.731 -0.256 -4.402 0.477
C 6.867 0.033 -5.909 -1.222
O 5.878 -1.274 -4.247 -0.765
H 5.140 1.241 -4.100 0.186
H 6.033 0.825 -2.626 0.191
H 6.778 1.857 -3.852 0.379
H 7.763 -0.347 -4.018 0.177
H 5.902 0.259 -6.378 0.265
H 7.308 -0.817 -6.439 0.305
H 7.522 0.898 -6.077 0.346
Br -0.381 -5.050 4.797 -0.507
```

E_HOMO	-5.928	eV

Entry 2:
An isolated molecule of CH3NO2 at a distorted geometry. Source: the Open Molecules 2025 dataset; level of theory: ωB97M-V/def2-TZVPD.

XYZ file:
```
7
Properties=species:S:1:pos:R:3:nbo_charge:R:1
O -0.988 0.866 0.258 -0.677
C 0.117 0.176 0.544 0.496
N 1.055 -0.438 -0.681 -0.386
O 0.214 -1.151 0.277 -0.408
H -1.643 0.294 -0.174 0.494
H 0.727 0.608 1.326 0.171
H 0.518 -0.355 -1.549 0.311
```

relative energy (zero: lowest compared OMol25 entry of this formula, charge and spin)	400.4	kJ/mol
E_HOMO	-9.656	eV

Entry 3:
An isolated molecule of C6H10O. Source: the Open Molecules 2025 dataset; level of theory: ωB97M-V/def2-TZVPD.

XYZ file:
```
17
Properties=species:S:1:pos:R:3:nbo_charge:R:1
C -2.261 -0.191 0.347 -0.643
C -1.064 0.711 0.422 -0.170
C 0.157 0.512 -0.080 0.010
C 1.255 1.529 0.092 -0.632
C 0.569 -0.727 -0.834 -0.554
C 1.393 -1.689 -0.001 0.449
O 1.614 -1.568 1.179 -0.516
H -3.131 0.355 -0.036 0.217
H -2.105 -1.062 -0.296 0.202
H -2.530 -0.561 1.344 0.222
H -1.226 1.639 0.972 0.194
H 1.548 1.955 -0.878 0.207
H 0.945 2.351 0.744 0.217
H 2.148 1.067 0.529 0.221
H 1.174 -0.467 -1.716 0.232
H -0.285 -1.296 -1.224 0.238
H 1.800 -2.557 -0.565 0.104
```

relative energy (zero: lowest compared OMol25 entry of this formula, charge and spin)	36.8	kJ/mol
E_HOMO	-9.064	eV

Entry 4:
A structure of composition C24H23BCeF13N5O4S3 at a distorted geometry. Source: the Open Molecules 2025 dataset; level of theory: ωB97M-V/def2-TZVPD.

XYZ file:
```
74
Properties=species:S:1:pos:R:3:mulliken_charge:R:1
Ce 0.233 0.440 0.013 0.416
F -5.641 2.353 2.904 -0.324
C -4.872 1.684 2.033 0.493
F -5.007 0.383 2.329 -0.214
F -5.399 1.877 0.821 -0.215
C -3.435 2.136 2.114 -0.348
C -3.085 3.160 2.964 -0.089
C -1.760 3.583 3.043 -1.369
C -0.835 2.925 2.281 -0.278
N -1.163 1.913 1.468 0.706
C -2.442 1.524 1.321 1.065
S -2.723 0.329 0.118 -0.691
H -3.847 3.636 3.564 0.523
H -1.460 4.400 3.683 0.436
H 0.208 3.208 2.303 0.534
N 2.673 4.465 -6.318 -0.543
C 2.718 3.505 -5.327 1.102
C 2.736 3.873 -3.980 -0.817
C 2.713 2.913 -2.990 -0.265
C 2.683 1.566 -3.341 -0.231
C 2.693 1.181 -4.682 -0.445
C 2.702 2.144 -5.663 -0.909
S 2.766 0.364 -2.080 1.404
O 2.868 1.073 -0.806 -0.721
O 3.778 -0.583 -2.412 -0.826
N 1.329 -0.339 -1.846 0.138
C 0.447 -0.920 -2.709 0.473
N 0.689 -1.124 -3.993 -0.422
C -0.313 -1.656 -4.691 -0.442
C -1.544 -1.968 -4.135 -0.874
C -1.687 -1.708 -2.787 -0.163
N -0.696 -1.206 -2.063 0.350
H 2.917 5.404 -6.054 0.219
H 2.982 4.197 -7.236 0.222
H 2.739 4.923 -3.712 0.274
H 2.717 3.197 -1.948 0.522
H 2.697 0.132 -4.940 0.538
H 2.701 1.853 -6.707 0.295
H -0.119 -1.825 -5.745 0.459
H -2.348 -2.386 -4.721 0.416
H -2.618 -1.902 -2.264 0.499
F 0.628 2.791 -0.521 -0.176
B -0.447 3.048 -1.510 0.118
F -0.011 3.867 -2.500 -0.239
F -0.680 1.696 -1.992 -0.254
F -1.553 3.511 -0.844 -0.344
C 4.192 -0.305 1.557 -1.911
C 2.759 -0.509 2.063 1.682
O 1.882 -0.973 1.101 -0.585
C 2.218 0.836 2.607 0.281
F 0.972 0.733 3.104 -0.249
F 2.961 1.416 3.539 -0.302
F 2.069 1.732 1.572 -0.107
C 2.862 -1.470 3.301 0.323
F 1.771 -1.503 4.081 -0.199
F 3.876 -1.148 4.111 -0.288
F 3.072 -2.715 2.865 -0.263
H 4.177 0.362 0.705 0.325
H 4.572 -1.272 1.228 0.466
H 4.839 0.095 2.332 0.425
O -0.690 -0.965 1.724 -0.257
S -0.138 -2.365 2.074 0.566
C -1.483 -3.092 3.055 -0.810
C -2.377 -3.888 2.112 -0.490
C -1.420 -4.526 1.107 -0.817
C -0.546 -3.380 0.619 -0.297
H -1.970 -2.253 3.551 0.359
H -1.000 -3.723 3.802 0.380
H -3.065 -3.211 1.599 0.227
H -2.968 -4.628 2.650 0.430
H -1.933 -5.012 0.278 0.378
H -0.806 -5.281 1.605 0.337
H -1.106 -2.696 -0.019 -0.226
H 0.378 -3.677 0.124 0.611
```

relative energy (zero: lowest compared OMol25 entry of this formula, charge and spin)	115.3	kJ/mol
E_HOMO (alpha / beta)	-7.985 / -7.985	eV

Entry 5:
An isolated molecule of C19H23N3O4S2 at a distorted geometry. Source: the Open Molecules 2025 dataset; level of theory: ωB97M-V/def2-TZVPD.

XYZ file:
```
51
Properties=species:S:1:pos:R:3:nbo_charge:R:1
C 9.846 1.085 -1.861 -0.601
C 8.444 0.719 -1.392 -0.383
C 7.394 1.656 -2.006 -0.494
C 6.015 1.285 -1.526 0.706
O 5.415 1.900 -0.664 -0.610
N 5.509 0.166 -2.131 -0.634
C 4.297 -0.484 -1.905 0.281
S 4.014 -1.817 -2.829 -0.188
N 3.519 0.072 -0.962 -0.582
C 2.272 -0.274 -0.465 0.158
C 1.736 0.588 0.501 -0.226
C 0.501 0.330 1.057 -0.176
C -0.203 -0.790 0.654 -0.364
S -1.817 -1.109 1.347 2.300
O -2.026 -2.519 1.465 -0.930
O -2.016 -0.297 2.513 -0.933
N -2.775 -0.529 0.073 -0.856
C -4.146 -0.333 0.314 0.185
C -4.817 0.756 -0.234 -0.237
C -6.168 0.922 -0.018 -0.242
C -6.884 0.013 0.763 0.291
O -8.215 0.278 0.898 -0.497
C -8.995 -0.492 1.790 -0.061
C -8.737 -0.141 3.252 -0.639
C -6.209 -1.073 1.310 -0.287
C -4.855 -1.245 1.082 -0.238
C 0.312 -1.655 -0.291 -0.172
C 1.549 -1.403 -0.856 -0.194
H 9.922 1.005 -2.944 0.204
H 10.578 0.417 -1.416 0.218
H 10.091 2.105 -1.574 0.207
H 8.391 0.791 -0.305 0.212
H 8.226 -0.315 -1.670 0.199
H 7.598 2.682 -1.696 0.238
H 7.440 1.600 -3.096 0.218
H 6.067 -0.287 -2.845 0.431
H 3.934 0.915 -0.543 0.445
H 2.302 1.456 0.809 0.221
H 0.071 0.973 1.809 0.249
H -2.342 0.272 -0.364 0.399
H -4.276 1.474 -0.835 0.205
H -6.697 1.760 -0.443 0.225
H -8.842 -1.564 1.613 0.168
H -10.027 -0.245 1.525 0.192
H -9.394 -0.725 3.891 0.214
H -7.704 -0.344 3.524 0.215
H -8.932 0.916 3.416 0.215
H -6.721 -1.804 1.915 0.218
H -4.336 -2.088 1.508 0.238
H -0.260 -2.525 -0.567 0.245
H 1.953 -2.078 -1.591 0.249
```

relative energy (zero: lowest compared OMol25 entry of this formula, charge and spin)	143.7	kJ/mol
E_HOMO	-7.862	eV